Entry 1:
The following is a DFT calculation (ωB97M-V/def2-TZVPD) of C27H56AlBr20FNO2 as an isolated structure in a non-equilibrium geometry.

Atoms and positions in Å:
Br  5.63774  3.19781  -8.08383
Br  3.44838  1.92706  -5.39411
Br  -2.38413  -2.81275  2.18058
Br  -0.23898  8.20797  -0.60107
Br  0.64671  4.50062  -0.63473
Br  -4.46375  -1.89766  6.46169
Br  0.36438  -5.15504  2.95644
Br  -2.85922  3.16090  -6.18699
Br  -4.94074  -5.24570  1.39449
Br  0.34602  -6.20548  8.14721
Br  -6.35616  4.19975  -5.60834
Br  0.36414  -2.73156  6.89256
Br  5.84078  -2.92092  0.08573
Br  3.43164  8.58725  -0.44194
Br  2.34384  -1.88206  0.66438
Br  -4.51742  -3.73778  9.66382
Br  8.71587  0.57011  0.01646
Br  -5.33997  -7.76779  4.06326
Br  3.83697  3.04205  -1.79122
Br  11.46438  -1.77218  0.79232
Al  -1.55118  -0.14161  -3.20017
F  -0.11387  -1.83430  -1.19104
O  -6.40206  -0.47366  -2.83033
O  -5.57776  1.56657  -1.83529
N  -1.66237  2.35802  -1.50207
C  2.70834  4.39740  -2.62517
C  -1.08165  -5.31305  1.65634
C  -3.42807  -2.21451  9.11682
C  -4.92156  -7.19352  1.28517
C  2.04289  9.40266  0.65931
C  1.02395  0.43289  -1.52740
C  -2.08142  1.81667  -2.85100
C  -3.14616  -1.47268  -2.95057
C  -1.11985  -4.92820  7.98587
C  0.13905  -0.76342  -2.21614
C  0.92830  8.42452  0.94711
C  5.81442  3.36117  -6.14776
C  9.72916  -0.60282  -1.16836
C  10.01835  -1.93020  -0.50779
C  5.39177  2.08944  -5.45064
C  -3.57574  -1.67601  -1.38134
C  -1.00010  -4.11532  6.71827
C  -5.55200  0.20651  -1.84115
C  2.12670  5.33521  -1.59360
C  5.13039  -1.20569  0.68541
C  -5.94849  -7.80348  2.20997
C  -1.37084  -3.98567  0.99576
C  -4.53810  -0.50086  -0.76491
C  -3.56961  4.87613  -5.58732
C  3.96744  -1.39558  1.63060
C  -4.22804  -1.24098  8.28365
C  -4.73256  4.68623  -4.64212
H  -2.00855  -4.12210  0.11800
H  9.15769  -2.34797  0.02179
H  6.87562  3.56127  -5.97554
H  -3.10390  -1.74745  10.05096
H  1.94980  -0.09643  -0.99375
H  10.63113  -0.05800  -1.46158
H  10.37549  -2.65717  -1.24249
H  0.47645  1.03994  -0.68947
H  -0.72451  -6.04002  0.92163
H  -4.56121  3.90720  -3.89373
H  -0.65585  2.69906  -1.54256
H  1.69266  6.21639  -2.07411
H  -3.23331  2.01748  -3.00827
H  1.70684  10.30142  0.13489
H  5.96493  -0.71512  1.19405
H  0.85161  -1.27916  -3.02292
H  2.54870  9.69430  1.58393
H  -1.92898  -3.57445  6.51732
H  -1.69713  1.51410  -0.85754
H  -6.09459  -8.86245  1.97962
H  -2.62405  -1.73745  -0.69800
H  -4.04030  -1.24633  -3.68265
H  2.85252  5.65775  -0.84161
H  -3.82808  5.44540  -6.48445
H  1.94910  3.86664  -3.20616
H  -1.94231  -5.73082  2.18591
H  3.72544  -0.45777  2.13824
H  1.28529  7.42716  1.21943
H  -3.69271  -0.29347  8.17685
H  -5.22696  -1.04535  8.68394
H  -1.11355  -4.31924  8.89408
H  -5.15756  -7.42162  0.24208
H  -6.14824  -0.02970  -3.71530
H  5.77373  1.18370  -5.93030
H  -1.20532  -0.22556  -4.77447
H  4.13879  -2.17461  2.37900
H  3.37051  4.93730  -3.30771
H  -0.46887  -3.44085  0.70254
H  -6.91518  -7.29313  2.18191
H  -4.10993  -2.72771  -1.30917
H  9.09145  -0.73924  -2.04612
H  1.51844  1.13061  -2.35867
H  0.27884  8.80219  1.74167
H  -0.73693  -4.71410  5.84161
H  5.23064  4.23549  -5.84696
H  -5.22829  -1.02742  0.05384
H  -3.91020  0.31489  -0.18658
H  4.87192  -0.63642  -0.21172
H  -3.89839  -7.51500  1.49991
H  -2.73507  5.36670  -5.07868
H  -1.53347  2.48328  -3.67572
H  -4.97456  5.62405  -4.13449
H  -2.70284  -2.52140  -3.30979
H  -2.55562  -2.61742  8.59508
H  5.70628  2.10042  -4.40339
H  -2.02723  -5.53828  7.96878

Results
* total energy: -53090.10805 Eh
* lowest unoccupied orbital energy: 1.57 eV
* total charge: -1
* frontier orbital gap: 5.77 eV

Entry 2:
The following is a DFT calculation (ωB97M-V/def2-TZVPD) of a 8-piece molecular cluster, C27H56F3NO19 overall in a non-equilibrium geometry.

Atoms and positions in Å:
F  12.36530  38.90788  74.42065
F  6.51040  38.56677  71.11946
F  6.38421  34.88925  70.86458
O  8.00995  33.24357  67.03633
O  10.20408  36.97902  77.75641
O  7.54023  33.68588  69.16599
O  9.46066  40.08430  74.34419
O  5.55882  40.29642  75.07370
O  14.44660  39.29313  70.46731
O  6.33441  39.88842  72.96582
O  9.69706  36.94988  71.94451
O  10.79309  32.20784  71.23123
O  8.19267  39.01643  78.11772
O  11.83533  36.22354  75.63901
O  6.11211  38.29527  74.34636
O  9.75460  42.20254  74.29810
O  13.07250  40.24843  68.16742
O  11.33122  40.79140  75.13739
O  12.15428  31.25254  68.00138
O  8.16778  35.35456  67.86883
O  13.31112  36.83398  70.97490
O  14.54734  30.39896  66.37130
N  11.14531  38.94856  70.53939
C  10.03394  38.84067  74.81946
C  11.40000  32.45947  69.97037
C  14.43657  40.65243  68.54602
C  7.97813  40.24282  77.51493
C  14.70154  36.98269  71.02368
C  12.33645  30.04907  67.25149
C  6.81296  37.67477  73.25040
C  9.47906  38.88174  78.71276
C  7.55098  34.78497  70.20203
C  9.95152  37.41769  78.84246
C  7.84306  35.89049  69.10117
C  15.25522  30.74354  65.20152
C  6.99721  38.89838  72.34828
C  12.87716  35.55056  70.90338
C  7.86792  34.04832  68.02189
C  5.96788  39.52145  74.19280
C  11.40727  39.42986  75.30029
C  10.15350  41.13858  74.59363
C  12.11523  35.80750  74.33883
C  15.07336  38.44142  71.25546
C  11.41079  31.20018  68.99060
C  11.04730  35.23850  76.29576
C  10.97037  33.09830  72.22602
C  12.30827  41.34027  67.62234
C  10.96069  35.86284  77.82049
C  15.08732  39.45615  69.22758
C  13.22779  30.15555  66.01746
H  9.51425  38.17121  75.41076
H  14.91526  40.59140  67.51351
H  10.80891  33.43809  69.45885
H  8.13732  38.89256  72.19427
H  14.97202  31.78676  64.68803
H  8.46756  40.68304  76.78794
H  12.80730  36.40022  73.73205
H  11.65602  39.13977  76.35399
H  12.73782  34.80893  74.10162
H  10.31840  39.33258  70.74938
H  9.03136  36.95335  79.20118
H  7.62320  41.06655  78.21769
H  10.50599  36.70526  72.46615
H  10.31082  38.31457  73.91795
H  11.37475  29.54400  66.80580
H  12.60483  41.25577  66.50590
H  11.86353  35.58162  70.86309
H  10.38885  32.81280  73.01840
H  8.62260  36.65649  69.32885
H  14.94784  36.50884  69.94340
H  11.28114  38.06734  70.08792
H  10.48467  35.05034  78.29199
H  6.17645  36.91057  72.70167
H  10.22227  39.62043  78.20548
H  11.77467  30.38843  69.70830
H  14.84724  30.23258  64.34622
H  14.31449  41.50312  69.07456
H  12.63098  31.05954  65.45692
H  15.31442  36.44972  71.72034
H  6.81938  36.57357  68.95394
H  11.65746  38.81661  71.26017
H  13.11922  29.13426  65.42824
H  12.99079  35.10561  71.69558
H  11.53190  39.84110  70.30494
H  10.87568  34.05631  71.97374
H  13.30722  34.90634  70.08877
H  15.05002  38.48451  68.60214
H  16.11561  38.78482  71.51009
H  11.64617  34.35069  76.34251
H  8.41374  34.78609  70.85210
H  14.69480  38.56218  72.29873
H  16.10678  39.64522  69.37091
H  11.21066  41.13623  67.53450
H  16.22854  30.42126  65.28494
H  10.37889  30.90992  68.64228
H  12.29035  32.85804  70.13387
H  12.48751  42.08325  68.26480
H  10.79005  37.36141  79.58844
H  10.12903  34.97877  75.90066
H  6.97186  40.19174  76.99942
H  7.64198  37.35785  73.53693
H  12.97432  29.42975  67.82604
H  11.05699  35.91983  73.59219
H  9.40744  39.14715  79.54921
H  12.13257  35.97247  78.28175
H  12.02930  33.13446  72.52879

Results
* total energy: -2845.50227 Eh
* lowest unoccupied orbital energy: -0.39 eV
* total charge: 0
* frontier orbital gap: 8.03 eV

Entry 3:
The following is a DFT calculation (ωB97M-V/def2-TZVPD) of a 3-piece molecular cluster, C27H56IN2O2 overall.

Atoms and positions in Å:
I  -7.56607  1.70010  -0.38099
O  -2.26783  -0.09108  5.43451
O  -2.29963  -1.59714  2.28651
N  -2.74946  -1.14317  -1.54920
N  -4.97708  1.84785  -1.83004
C  -2.87039  1.99951  6.40076
C  6.85133  0.43838  0.05145
C  -5.44360  1.90000  -0.38075
C  -4.41064  0.50514  -2.20486
C  -3.17712  -3.57373  3.27234
C  4.29726  2.17380  -0.94115
C  -2.16741  -2.46353  3.12876
C  -1.98035  1.15252  -2.09308
C  7.50722  -2.40000  -1.94231
C  -3.29675  0.66235  0.04692
C  0.96027  2.14184  -1.74254
C  5.79845  2.44217  -1.12780
C  -4.75650  0.83576  0.46234
C  3.47257  2.24845  -2.24165
C  -2.59795  1.05751  5.25668
C  -2.75410  1.61523  3.85850
C  -0.99997  -2.49061  4.06859
C  2.15551  3.02485  -2.10779
C  7.24485  -2.06150  -0.47698
C  0.41945  1.36296  -2.93615
C  -3.44493  -3.51093  -1.47400
C  7.85223  -0.71725  -0.04030
C  -0.74378  0.42252  -2.62407
C  -3.09326  0.26484  -1.43989
C  6.63065  1.16848  -1.27134
C  -2.57930  -4.44588  -0.63267
C  -3.59511  -2.11925  -0.84876
H  -3.59636  -3.56268  4.27980
H  -1.66079  1.91462  -1.38219
H  -5.24032  2.90475  -0.02022
H  -2.20149  2.86013  6.34402
H  -0.43263  -3.41306  3.92689
H  -1.35650  -2.45876  5.09778
H  -2.72458  1.48498  7.34661
H  4.17612  1.18638  -0.48519
H  -1.67464  -3.93550  -0.29640
H  3.88942  2.88728  -0.21997
H  -3.97494  -3.45566  2.54225
H  7.11985  -1.61481  -2.59538
H  2.27333  3.80004  -1.34649
H  6.13073  0.49376  -1.97776
H  -0.35783  -1.63296  3.88946
H  7.60399  1.41340  -1.70535
H  -5.18348  -0.22628  -1.96948
H  -4.43101  -3.95557  -1.62051
H  6.17481  2.99882  -0.26475
H  6.16197  -2.03097  -0.31362
H  1.93438  3.54440  -3.04579
H  -2.07684  2.45952  3.71671
H  0.15599  2.05331  -3.74621
H  -5.77518  2.06632  -2.42924
H  -2.27943  -5.32623  -1.20073
H  7.62788  -2.86480  0.15619
H  -0.42065  -0.33205  -1.90713
H  1.26478  1.43311  -0.96218
H  8.63841  -0.44019  -0.75187
H  8.57513  -2.51312  -2.13849
H  -3.26929  -2.16297  0.19056
H  -2.67236  -1.41743  -2.52308
H  -5.30915  -0.10282  0.42435
H  7.18672  1.16194  0.80079
H  -3.00525  -3.42381  -2.47308
H  -1.00886  -0.09847  -3.54922
H  -3.89344  2.37562  6.34106
H  5.94589  3.07032  -2.01016
H  7.01557  -3.33170  -2.22827
H  -2.78164  1.60668  0.24094
H  -4.27161  2.56953  -2.00107
H  -3.77358  1.98610  3.72532
H  3.25086  1.23504  -2.59096
H  -3.12177  -4.79268  0.24830
H  -2.40763  1.70189  -2.94620
H  0.18152  2.77022  -1.29943
H  -4.79732  1.17844  1.49757
H  -2.82533  -0.06308  0.70842
H  8.34407  -0.83420  0.92698
H  -4.23444  0.51015  -3.27952
H  -2.53439  0.83473  3.13132
H  -2.68954  -4.54014  3.13249
H  1.22785  0.73632  -3.32282
H  4.08147  2.70217  -3.02736
H  5.89331  0.04475  0.41007
H  -4.65672  -1.82622  -0.84299

Results
* total energy: -1619.81488 Eh
* lowest unoccupied orbital energy: -3.11 eV
* total charge: +1
* frontier orbital gap: 8.56 eV

Entry 4:
The following is a DFT calculation (ωB97M-V/def2-TZVPD) of a 7-piece molecular cluster, C27H56NO13S6 overall in a non-equilibrium geometry.

Atoms and positions in Å:
S  3.34629  3.32841  0.02200
S  -2.32639  -1.84289  -2.14628
S  2.79547  -1.25370  -3.43608
S  -2.87062  -3.90992  1.29931
S  -2.52164  3.61992  0.47948
S  -0.73863  0.51191  6.04819
O  -2.64752  -1.02363  -1.03172
O  -1.50991  -3.58720  1.75408
O  -1.00275  1.89572  5.85916
O  -1.18393  -2.72071  -2.11689
O  0.16513  -0.67781  0.81884
O  2.95407  2.04185  -0.59854
O  -3.17071  3.12010  1.63256
O  -1.69506  -0.35828  6.76651
O  2.81715  3.60237  1.33875
O  1.96799  -1.80587  -4.39313
O  -2.18252  5.13017  0.36111
O  -3.00797  -4.35518  -0.10636
O  3.06718  -1.82657  -2.12319
N  1.01592  -2.86973  1.29142
C  -4.46232  -4.12370  3.20835
C  1.24689  -3.76703  0.12693
C  2.76659  4.62056  -0.94932
C  0.87158  0.35285  6.93090
C  -3.55869  -5.00835  2.37400
C  5.10228  4.41057  -1.36930
C  -3.47912  -0.59344  -3.98548
C  2.17859  0.35826  -3.10549
C  1.79634  -0.11088  5.82518
C  -3.91263  -2.48035  1.57553
C  3.29132  1.25609  -3.45541
C  -4.27154  -1.90210  -3.92961
C  -0.95555  2.44040  -1.37182
C  4.96519  3.72588  -0.08228
C  2.60006  -0.80314  1.13838
C  4.34088  -0.70386  -4.17612
C  -0.97046  2.67898  0.12486
C  -2.47204  2.77381  -1.93589
C  -3.79078  -2.66668  -2.83641
C  4.03533  0.59181  -4.62011
C  -4.96576  -2.78521  2.44790
C  -3.41167  2.99938  -0.91528
C  -0.19326  -0.29765  4.55657
C  1.16550  -1.41690  1.01999
C  1.06312  -0.90216  4.78857
C  3.91856  5.44228  -1.39261
C  -2.11282  -0.91578  -3.61548
H  2.10236  0.66145  5.12868
H  -5.41102  -1.51278  -3.55324
H  -1.15954  1.70847  0.73264
H  -3.73268  -3.76143  4.04711
H  -3.35574  -1.69589  1.86920
H  -0.05613  3.20874  0.43581
H  -0.84681  -1.10962  4.19876
H  -4.25692  -5.91246  1.94561
H  -4.17683  -2.59802  -4.82162
H  0.88315  1.34691  7.23554
H  -3.49309  -0.09577  -4.89852
H  2.32457  4.36575  -1.95452
H  -3.77463  0.26625  -3.29367
H  2.07716  5.35163  -0.32513
H  -0.80178  1.34705  -1.43835
H  -1.52661  -0.17033  -3.53371
H  -2.84507  -5.69529  2.89139
H  5.03911  3.78153  -2.15826
H  3.91500  6.11619  -0.76550
H  -3.59963  -3.58818  -3.09747
H  2.98509  -1.01608  0.18087
H  4.86789  1.25705  -4.94576
H  5.07388  -0.67213  -3.50647
H  3.17909  -0.76980  1.92029
H  1.69185  -0.92949  3.93633
H  -0.04377  -2.79638  1.49192
H  2.97237  2.25343  -3.73822
H  0.98570  -1.93490  5.15181
H  -4.29498  3.78741  -1.10929
H  0.59546  -0.46562  7.63221
H  1.59850  -3.24607  2.02615
H  0.90146  -3.34301  -0.88391
H  -3.89838  1.94021  -0.92657
H  -5.24544  -2.11612  3.16004
H  1.31997  0.56311  -3.83371
H  -2.61181  1.95679  -2.75947
H  5.35100  4.24137  0.72161
H  3.77487  5.88768  -2.36107
H  -1.59841  -1.57868  -4.29990
H  2.48159  0.35473  1.05924
H  -0.28432  3.09990  -1.95030
H  0.90811  -4.82242  0.24652
H  -4.54613  -2.71328  -1.84703
H  -0.04147  0.50421  3.80189
H  2.33913  -3.83771  0.35449
H  6.11137  5.09396  -1.37548
H  -2.39740  3.71575  -2.40385
H  -5.34075  -4.63019  3.48321
H  4.52199  -1.54941  -4.82771
H  3.24839  0.62365  -5.34592
H  5.63253  2.93730  -0.05199
H  -5.81752  -2.95549  1.98300
H  3.90030  1.41452  -2.53520
H  -4.40570  -2.17577  0.52671
H  1.99589  0.55628  -2.04772
H  2.72765  -0.84164  6.33272

Results
* total energy: -4483.61794 Eh
* lowest unoccupied orbital energy: -2.78 eV
* total charge: +1
* frontier orbital gap: 9.07 eV

Which value of total energy does entry 4 give?
-4483.61794 Eh

Number 3 is which compound?
C27H56IN2O2